Record 1
C43H35N4PRuS2 | wB97M-V/def2-TZVPD

Properties
Net charge = +1
Spin multiplicity = 2
HOMO energy (alpha / beta) = -0.3534 / -0.3524 hartree
LUMO energy (alpha / beta) = -3.36 / -3.34 eV
Relative energy (zero: lowest compared OMol25 entry of this formula, charge and spin) = 34.3 kcal/mol
HOMO-LUMO gap (alpha / beta) = 0.230 / 0.230 hartree

The geometry in XYZ format:
```
86
Properties=species:S:1:pos:R:3:mulliken_charge:R:1
Ru -0.535 0.172 0.042 -0.134
C 1.390 4.214 1.522 -0.907
C 0.530 5.176 0.975 -0.978
C -0.613 4.756 0.349 -0.995
C -0.900 3.378 0.242 0.662
N 0.010 2.463 0.674 1.119
C 1.087 2.882 1.326 -0.919
C -2.136 2.868 -0.283 0.493
C -3.120 3.702 -0.819 -1.103
C -4.281 3.168 -1.334 -1.212
C -4.414 1.782 -1.380 -0.926
C -3.417 0.981 -0.848 0.817
N -2.318 1.512 -0.245 1.042
C -3.478 -0.470 -0.899 0.343
C -4.333 -1.187 -1.746 -0.938
C -4.316 -2.565 -1.727 -0.801
C -3.478 -3.216 -0.823 -0.681
C -2.636 -2.447 -0.044 0.041
N -2.608 -1.121 -0.097 0.571
H 2.265 4.498 2.081 0.516
H 0.764 6.228 1.045 0.466
H -1.296 5.484 -0.052 0.437
H 1.737 2.111 1.723 0.640
H -2.970 4.768 -0.836 0.430
H -5.054 3.812 -1.716 0.479
H -5.300 1.346 -1.811 0.494
H -4.974 -0.661 -2.433 0.362
H -4.929 -3.134 -2.409 0.425
H -3.462 -4.290 -0.743 0.479
H -1.955 -2.906 0.662 0.046
S -0.122 -2.394 -1.705 -0.176
C -0.836 -1.156 -2.602 0.094
N -0.759 0.116 -2.271 0.702
C -1.276 0.925 -3.247 -1.153
C -1.215 2.318 -3.297 -0.056
C -1.715 2.968 -4.404 -0.801
C -2.297 2.263 -5.456 -0.662
C -2.373 0.885 -5.431 -0.563
C -1.838 0.227 -4.338 0.815
S -1.655 -1.491 -4.117 -0.230
H -0.754 2.864 -2.491 0.646
H -1.649 4.044 -4.467 0.450
H -2.673 2.800 -6.311 0.410
H -2.816 0.327 -6.242 0.462
C 0.252 -4.267 1.791 -1.547
C 1.546 -4.171 1.051 1.149
C 2.255 -5.334 0.774 -0.813
C 3.436 -5.302 0.055 -0.672
C 3.934 -4.091 -0.399 -0.871
C 3.257 -2.923 -0.119 -1.276
C 2.073 -2.949 0.620 0.999
P 1.212 -1.378 0.934 2.076
C 2.397 -0.098 0.333 1.133
C 2.087 0.318 -0.974 -0.853
C 2.723 1.396 -1.564 -0.747
C 3.698 2.071 -0.849 -1.164
C 4.074 1.612 0.399 -0.815
C 3.449 0.529 1.017 0.053
C 3.951 0.087 2.356 -1.242
C 1.086 -1.182 2.723 0.972
C 1.870 -1.861 3.651 -0.737
C 1.772 -1.534 4.990 -0.682
C 0.917 -0.511 5.384 -0.864
C 0.098 0.123 4.468 -0.621
C 0.120 -0.248 3.122 -0.057
C -0.937 0.185 2.181 -1.780
H 0.396 -4.764 2.750 0.505
H -0.461 -4.853 1.211 0.508
H -0.164 -3.276 1.972 -0.105
H 1.869 -6.277 1.134 0.500
H 3.970 -6.216 -0.147 0.417
H 4.849 -4.055 -0.968 0.473
H 3.653 -1.981 -0.465 0.477
H 1.440 -0.311 -1.576 0.705
H 2.459 1.698 -2.565 0.529
H 4.193 2.927 -1.279 0.452
H 4.880 2.110 0.921 0.465
H 4.935 0.514 2.544 0.546
H 4.032 -0.997 2.398 0.190
H 3.281 0.416 3.152 0.197
H 2.559 -2.624 3.319 0.543
H 2.380 -2.049 5.720 0.443
H 0.871 -0.229 6.425 0.422
H -0.594 0.886 4.794 0.522
H -1.352 1.156 2.470 0.709
H -1.747 -0.557 2.229 0.656
```

---

Record 2
C4H10O2 | wB97M-V/def2-TZVPD

Properties
Net charge = 0
HOMO energy = -0.3676 hartree
LUMO energy = 1.02 eV
Relative energy (zero: lowest compared OMol25 entry of this formula, charge and spin) = 23.9 kcal/mol
HOMO-LUMO gap = 0.405 hartree

The geometry in XYZ format:
```
16
Properties=species:S:1:pos:R:3:mulliken_charge:R:1
C 0.245 -1.471 1.410 -0.731
O 0.608 -0.857 0.196 -0.369
C -0.198 0.264 -0.155 0.501
C 0.181 1.519 0.625 -1.404
C -0.092 0.390 -1.670 -0.664
O -0.756 -0.689 -2.289 -0.529
H 0.411 -0.823 2.285 0.276
H -0.813 -1.772 1.397 0.311
H 0.867 -2.364 1.523 0.259
H -1.249 0.012 0.045 0.295
H -0.010 1.390 1.697 0.356
H -0.427 2.364 0.284 0.397
H 1.239 1.767 0.493 0.323
H -0.584 1.314 -1.992 0.344
H 0.968 0.440 -1.973 0.305
H -0.391 -1.484 -1.874 0.330
```

---

Number 1: maximum force 2.85 eV/Å, total energy -3111.074882 hartree. Number 2: maximum force 0.55 eV/Å, total energy -308.860039 hartree.